Formula: C3H4FNO2
Source: the Open Molecules 2025 dataset
Level of theory: ωB97M-V/def2-TZVPD

Properties
Relative energy (zero: lowest compared OMol25 entry of this formula, charge and spin) (eV): 4.417
Lowest unoccupied orbital energy (eV): -0.559
SMILES: C/C=C(\F)[N+](=O)[O-]
Total charge: 0
HOMO level (eV): -10.76
Molar mass (g mol⁻¹): 105.07
Gap between HOMO and LUMO (Ha): 0.3749

```
11
Properties=species:S:1:pos:R:3:forces:R:3
C 1.74760 -0.19457 0.06689 1.5 -2.0 -3.9
C 0.40579 0.35961 0.07673 -2.3 1.0 -1.3
C -0.75243 -0.32338 0.03012 0.6 -2.3 0.6
F -1.01220 -1.73447 0.04059 1.4 3.4 0.1
N -2.03383 0.36251 0.05383 -0.1 -1.2 -0.7
O -2.04046 1.53968 0.22925 0.2 2.0 0.4
O -3.00085 -0.31687 -0.15385 -0.9 -0.5 0.0
H 2.43239 0.17206 0.77474 0.6 0.6 1.0
H 1.76692 -1.30488 0.05518 -0.3 0.6 0.6
H 2.26583 -0.03282 -1.00508 -1.2 0.2 2.2
H 0.22123 1.47312 -0.16840 0.4 -1.8 1.0
```
Positions in Å, forces in eV/Å.

Now the natural (NBO) charges, all in e: -0.665, -0.196, 0.412, -0.316, 0.492, -0.371, -0.342, 0.241, 0.239, 0.238, 0.268



Formula: C3H4FNO3
Source: the Open Molecules 2025 dataset
Level of theory: ωB97M-V/def2-TZVPD

Properties
Relative energy (zero: lowest compared OMol25 entry of this formula, charge and spin) (eV): 5.570
Lowest unoccupied orbital energy (eV): -0.216
SMILES: O=[N+]([O-])[C@]1(F)CCO1
Total charge: 0
HOMO level (eV): -11.06
Molar mass (g mol⁻¹): 121.07
Gap between HOMO and LUMO (Ha): 0.3986

```
12
Properties=species:S:1:pos:R:3:forces:R:3
O -1.26202 1.61811 0.70920 -0.4 -0.1 -0.3
N -1.59920 0.55800 0.20338 0.9 1.0 0.9
O -2.63763 0.28100 -0.28201 -1.9 -0.2 -0.7
C -0.57830 -0.50758 0.15206 1.8 0.4 -3.5
F -1.11779 -1.63179 0.54439 -0.2 -0.4 -0.3
C 0.78052 -0.11765 0.63543 0.3 0.1 0.3
C 1.21692 -0.03358 -0.83916 0.0 1.4 0.3
O -0.06733 -0.42247 -1.38042 -1.6 -0.7 3.9
H 1.25594 -0.88981 1.20646 0.1 -0.5 0.4
H 0.73312 0.83654 1.21091 0.3 -0.9 -0.6
H 1.31161 1.10061 -0.94292 0.9 -1.7 -1.1
H 1.96413 -0.79138 -1.21733 -0.3 1.6 0.5
```
Positions in Å, forces in eV/Å.

Now the natural (NBO) charges, all in e: -0.382, 0.491, -0.307, 0.688, -0.274, -0.520, -0.080, -0.518, 0.235, 0.263, 0.195, 0.208



Formula: C3H4FNO3
Source: the Open Molecules 2025 dataset
Level of theory: ωB97M-V/def2-TZVPD

Properties
Relative energy (zero: lowest compared OMol25 entry of this formula, charge and spin) (eV): 9.147
Lowest unoccupied orbital energy (spin up / spin down) (eV): -3.180 / -3.213
Total charge: 0
HOMO level (spin up / spin down) (eV): -11.53 / -11.07
Molar mass (g mol⁻¹): 121.07
Gap between HOMO and LUMO (spin up / spin down) (Ha): 0.3067 / 0.2888

```
12
Properties=species:S:1:pos:R:3:forces:R:3
C 0.15373 -0.23401 1.06467 -0.4 1.0 1.2
C 0.05986 0.28045 -1.00365 1.1 -1.4 1.2
C -0.91598 -0.07742 0.02548 -0.4 -3.6 -1.7
N -2.27079 0.36659 0.01786 -1.3 0.9 -0.5
O -2.75302 0.35739 1.12108 -0.8 0.1 0.5
O -2.79451 0.77644 -1.02975 1.3 -0.9 1.5
O 1.10801 0.08070 0.05713 0.1 1.5 -1.2
F -1.71950 -2.16163 -0.37814 1.2 3.0 0.5
H 0.10711 0.61475 1.89997 -0.1 -1.9 -1.5
H 0.35509 -1.26854 1.44303 -0.7 1.0 0.0
H 0.34386 -0.39581 -1.78290 -0.5 -0.9 -0.4
H -0.17898 1.18084 -1.54198 0.5 1.3 0.5
```
Positions in Å, forces in eV/Å.

Now the natural (NBO) charges, all in e: -0.155, -0.198, 0.527, 0.446, -0.295, -0.333, -0.488, -0.540, 0.240, 0.273, 0.274, 0.248



Formula: C3H4FNOS
Source: the Open Molecules 2025 dataset
Level of theory: ωB97M-V/def2-TZVPD

Properties
Relative energy (zero: lowest compared OMol25 entry of this formula, charge and spin) (eV): 1.512
Lowest unoccupied orbital energy (eV): -0.566
SMILES: O=C/C(CF)=N/S
Total charge: 0
HOMO level (eV): -9.65
Molar mass (g mol⁻¹): 121.14
Gap between HOMO and LUMO (Ha): 0.3339

```
11
Properties=species:S:1:pos:R:3:forces:R:3
O 2.85185 -0.33259 -0.04538 0.7 0.6 0.0
C 1.80290 -0.89878 -0.08898 -0.3 -1.5 0.2
C 0.49034 -0.25048 0.09905 -0.7 -0.5 -0.8
C 0.47448 1.20262 0.46656 -0.4 -0.3 0.5
F -0.33053 1.86513 -0.44885 -0.1 0.4 0.1
N -0.51346 -1.02614 -0.15177 0.4 1.1 0.9
S -2.12668 -0.56142 0.05219 0.4 0.0 -0.3
H 1.72917 -2.01132 -0.20985 0.0 0.5 -0.1
H 1.46058 1.66605 0.44707 0.0 -0.3 0.0
H 0.05148 1.27154 1.48790 0.0 0.3 -0.4
H -2.06654 0.79377 0.04523 0.1 -0.3 0.1
```
Positions in Å, forces in eV/Å.

Now the natural (NBO) charges, all in e: -0.502, 0.396, 0.076, -0.020, -0.359, -0.482, 0.243, 0.128, 0.216, 0.186, 0.115



Formula: C3H4FNS
Source: the Open Molecules 2025 dataset
Level of theory: ωB97M-V/def2-TZVPD

Properties
Relative energy (zero: lowest compared OMol25 entry of this formula, charge and spin) (eV): 0.306
Lowest unoccupied orbital energy (eV): 0.343
SMILES: F/C=C\NC=S
Total charge: 0
HOMO level (eV): -8.66
Molar mass (g mol⁻¹): 105.14
Gap between HOMO and LUMO (Ha): 0.3309

```
10
Properties=species:S:1:pos:R:3:forces:R:3
F 2.48597 0.30555 -0.17123 0.0 -0.3 -0.1
C 1.66361 -0.76281 -0.05322 -0.2 0.0 0.4
C 0.35620 -0.60945 0.01801 -0.8 0.0 0.0
N -0.30394 0.63497 -0.03790 1.2 -0.7 0.3
C -1.62692 0.76592 0.02742 -1.2 0.0 -0.7
S -2.78135 -0.41253 -0.13330 0.7 0.6 0.3
H 2.12409 -1.72579 0.11685 0.3 0.2 -0.2
H -0.30525 -1.46865 0.17484 0.4 0.4 -0.2
H 0.29293 1.45294 -0.01998 -0.3 -0.1 0.0
H -1.90535 1.81985 0.07851 -0.1 -0.1 0.1
```
Positions in Å, forces in eV/Å.

Now the natural (NBO) charges, all in e: -0.338, 0.189, -0.118, -0.570, -0.054, -0.156, 0.185, 0.251, 0.415, 0.195



Formula: C3H4FNS
Source: the Open Molecules 2025 dataset
Level of theory: ωB97M-V/def2-TZVPD

Properties
Relative energy (zero: lowest compared OMol25 entry of this formula, charge and spin) (eV): 0.434
Lowest unoccupied orbital energy (eV): -0.654
SMILES: N/C=C(/F)C=S
Total charge: 0
HOMO level (eV): -8.50
Molar mass (g mol⁻¹): 105.14
Gap between HOMO and LUMO (Ha): 0.2884

```
10
Properties=species:S:1:pos:R:3:forces:R:3
N -0.09583 1.57559 -0.06044 0.1 -0.8 0.2
C 0.82003 0.55893 -0.02583 0.2 1.8 -0.3
C 0.52898 -0.75293 0.00243 -0.9 -1.0 -0.5
F 1.52371 -1.67483 -0.07866 0.8 0.3 0.2
C -0.72519 -1.35828 -0.00740 -2.9 0.8 0.8
S -2.28159 -0.63519 -0.06014 2.0 -0.7 0.0
H 0.17194 2.53547 0.08132 0.3 -0.2 -0.1
H -1.10357 1.36970 0.03731 0.8 -0.3 -0.2
H 1.89256 0.80913 -0.08477 -0.7 0.2 0.2
H -0.73103 -2.42759 0.19618 0.2 0.0 -0.4
```
Positions in Å, forces in eV/Å.

Now the natural (NBO) charges, all in e: -0.762, 0.069, 0.169, -0.332, -0.265, -0.151, 0.400, 0.430, 0.221, 0.221



Formula: C3H4HgO3
Source: the Open Molecules 2025 dataset
Level of theory: ωB97M-V/def2-TZVPD

Properties
Relative energy (zero: lowest compared OMol25 entry of this formula, charge and spin) (eV): 9.413
Lowest unoccupied orbital energy (spin up / spin down) (eV): -2.156 / -2.520
Total charge: 0
HOMO level (spin up / spin down) (eV): -7.26 / -6.64
Molar mass (g mol⁻¹): 288.65
Gap between HOMO and LUMO (spin up / spin down) (Ha): 0.1877 / 0.1515

```
11
Properties=species:S:1:pos:R:3:forces:R:3
O -0.70678 0.07115 -1.39335 3.4 -2.5 -2.2
C 0.43568 -0.43808 -0.98316 -3.3 3.5 -1.5
O 1.54627 -0.08988 -1.59917 -3.9 -0.5 -5.0
Hg 2.85544 -0.05949 -0.25949 9.5 1.5 -0.9
O 1.62691 -0.29724 1.09521 -5.8 -1.6 5.2
C 0.46196 -0.62937 0.44466 -1.4 -1.1 1.7
H -0.09454 -1.51001 0.79800 0.4 0.5 0.3
C -1.29027 0.55184 0.27793 -0.4 0.8 3.6
H -2.00024 1.07656 0.94406 -1.0 0.8 2.0
H -2.17078 -0.09933 0.12550 1.5 -0.8 -1.1
H -0.66366 1.42384 0.54982 0.9 -0.6 -2.2
```
Positions in Å, forces in eV/Å.

Now the natural (NBO) charges, all in e: -0.522, 0.552, -0.839, 1.361, -0.920, 0.053, 0.212, -0.580, 0.150, 0.261, 0.272



Formula: C3H4HoLiO4
Source: the Open Molecules 2025 dataset
Level of theory: ωB97M-V/def2-TZVPD

Properties
Relative energy (zero: lowest compared OMol25 entry of this formula, charge and spin) (eV): 1.099
Lowest unoccupied orbital energy (spin up / spin down) (eV): -10.998 / -10.948
Expectation value of S²: 6.0125
Total charge: +2
HOMO level (spin up / spin down) (eV): -17.66 / -17.50
Multiplicity: 5
Molar mass (g mol⁻¹): 275.93
Gap between HOMO and LUMO (spin up / spin down) (Ha): 0.2447 / 0.2409

```
13
Properties=species:S:1:pos:R:3:forces:R:3
O 1.08506 0.95084 -1.55406 -0.7 -3.6 -1.6
O 0.25870 -0.78854 -0.24663 0.8 -0.5 -2.9
C -0.05475 -0.64164 1.12029 -0.6 -0.1 1.8
C -0.73600 0.71945 1.20762 -0.5 -0.2 0.8
O -0.49475 1.34632 -0.02747 0.3 -0.8 -1.0
C -0.05378 0.43745 -0.97898 -0.6 3.4 1.7
H -0.74340 -1.42761 1.43535 0.3 -0.1 -0.1
H 0.85086 -0.65911 1.72887 0.0 -0.2 -0.2
H -0.29445 1.30078 2.01887 -0.2 0.1 -0.2
H -1.81007 0.59682 1.36079 0.1 0.2 0.1
O -0.99964 0.27244 -1.99398 2.7 -1.0 0.1
Li 2.10947 -0.94384 -0.97183 0.7 1.3 2.7
Ho 0.88275 -1.16335 -3.09884 -2.3 1.4 -1.2
```
Positions in Å, forces in eV/Å.

Now the natural (NBO) charges, all in e: -0.758, -0.684, -0.105, -0.102, -0.453, 0.817, 0.230, 0.202, 0.233, 0.214, -0.398, 0.950, 1.854



Formula: C3H4I2O
Source: the Open Molecules 2025 dataset
Level of theory: ωB97M-V/def2-TZVPD

Properties
Relative energy (zero: lowest compared OMol25 entry of this formula, charge and spin) (eV): 2.241
Lowest unoccupied orbital energy (spin up / spin down) (eV): -2.471 / -1.766
Total charge: 0
HOMO level (spin up / spin down) (eV): -7.89 / -8.54
Molar mass (g mol⁻¹): 309.87
Gap between HOMO and LUMO (spin up / spin down) (Ha): 0.1990 / 0.2491

```
10
Properties=species:S:1:pos:R:3:forces:R:3
C -0.03960 0.53601 -1.62700 -0.9 1.9 1.9
C -0.13938 -0.51041 -0.75982 0.6 1.2 -1.9
C -0.25233 -0.46496 0.64059 0.5 1.2 2.7
O -0.95834 0.49620 1.24181 -0.7 -1.0 -4.6
I 2.22953 1.00030 1.66022 -0.4 -0.4 -0.3
I 0.07267 -2.32476 1.63538 -0.3 0.6 -0.1
H -0.11517 0.58570 -2.71989 0.4 -0.8 0.6
H -0.00853 1.57450 -1.14443 -0.1 -1.5 -0.7
H 0.03908 -1.49923 -1.06203 -0.1 -1.2 -1.0
H -0.82794 0.60665 2.13518 0.9 0.0 3.4
```
Positions in Å, forces in eV/Å.

Now the natural (NBO) charges, all in e: -0.205, -0.406, 0.312, -0.653, -0.456, 0.222, 0.225, 0.217, 0.232, 0.512



Formula: C3H4IN
Source: the Open Molecules 2025 dataset
Level of theory: ωB97M-V/def2-TZVPD

Properties
Relative energy (zero: lowest compared OMol25 entry of this formula, charge and spin) (eV): 2.099
Lowest unoccupied orbital energy (eV): 0.128
Total charge: 0
HOMO level (eV): -8.45
Molar mass (g mol⁻¹): 180.98
Gap between HOMO and LUMO (Ha): 0.3151

```
9
Properties=species:S:1:pos:R:3:forces:R:3
C -0.13896 0.16986 -0.49902 -0.4 0.7 -1.2
C 0.57305 -0.88378 -0.88753 -1.8 0.6 -0.7
C -0.03505 -0.17370 0.89623 -0.5 -0.6 2.8
N 0.84603 -1.32909 0.36699 1.1 0.0 3.0
I 0.16039 -3.14737 0.90336 -0.1 -1.0 0.1
H -0.51462 1.03635 -0.93503 -0.5 1.2 -0.9
H 0.66464 -1.43437 -1.76954 0.8 -0.5 -1.3
H 0.48317 0.61831 1.53749 -0.5 -1.4 -0.5
H -0.98964 -0.61813 1.45561 2.1 1.1 -1.3
```
Positions in Å, forces in eV/Å.

Now the natural (NBO) charges, all in e: -0.280, -0.018, -0.247, -0.544, 0.242, 0.208, 0.208, 0.212, 0.219



Largest force on an atom? In order: 0.0897, 0.0826, 0.0780, 0.0310, 0.0284, 0.0599, 0.1881, 0.0787, 0.0923, 0.0618 Eh/bohr.